Entry 1:
Entry from the OMol25 dataset: a single C4H6N2 molecule in a non-equilibrium geometry (ωB97M-V/def2-TZVPD).

Highest occupied orbital energy in eV: -9.25
SMILES string: N1[C@H]2[C@@H]1[C@H]1N[C@@H]21
Gap between HOMO and LUMO in eV: 10.51
LUMO level in eV: 1.3

```
12
Properties=species:S:1:pos:R:3:forces:R:3:lowdin_charge:R:1
N -0.946 -1.179 -0.293 -0.044 -0.389 0.025 0.0417
N 0.970 -0.149 1.236 0.074 0.934 -0.177 0.0366
C -0.123 0.872 0.647 0.435 -0.404 0.951 -0.0890
C 1.007 0.319 -0.096 0.363 0.387 -0.776 -0.2959
C -0.034 -0.369 -1.067 0.079 0.029 -0.383 -0.1842
C -1.163 0.247 -0.310 0.045 -0.206 0.123 -0.2083
H -0.481 -1.335 0.606 -0.417 -0.708 -0.207 0.0705
H 1.179 -1.163 1.353 -1.521 0.863 0.269 0.1149
H 1.902 0.809 -0.436 0.102 0.242 -0.376 0.1268
H 0.109 -0.554 -2.125 -0.094 -0.014 0.129 0.1235
H -0.250 1.866 1.084 0.423 -0.639 0.342 0.1297
H -2.144 0.653 -0.575 0.553 -0.094 0.080 0.1337
```
Forces are in eV/Å.



Entry 2:
Entry from the OMol25 dataset: a gas-phase ion, C5H11N4 (charge +1) in a non-equilibrium geometry (ωB97M-V/def2-TZVPD).

Highest occupied orbital energy (spin up / spin down) in eV: -12.46 / -12.46
SMILES string: C/C=C/N[C@@H](C)N=[N+]=N
Gap between HOMO and LUMO (spin up / spin down) in eV: 7.17 / 7.17
LUMO level (spin up / spin down) in eV: -5.3 / -5.3
Total charge: +1

```
20
Properties=species:S:1:pos:R:3:forces:R:3:lowdin_charge:R:1
N -0.251 1.782 0.217 0.589 0.810 0.309 -0.0337
N -0.779 -1.010 0.295 -0.692 -1.393 1.425 0.0334
N 0.469 2.700 0.354 0.567 -0.883 -2.259 0.2796
N -1.265 1.304 -0.105 0.629 0.427 -1.040 0.1958
C 0.557 -0.859 0.390 2.576 0.658 -0.685 -0.1169
C -3.065 0.018 0.112 -1.680 0.015 1.706 -0.0461
C -1.586 -0.078 -0.385 -3.400 -1.276 0.440 -0.3392
C 2.776 0.269 -0.035 0.054 1.379 -0.063 -0.0904
C 1.407 -0.128 -0.420 -0.784 -0.973 2.943 -0.1390
H 1.093 0.306 -1.293 -1.166 0.840 -2.191 0.0782
H 3.428 0.265 -0.882 0.250 0.327 -0.853 0.0748
H 3.271 -0.406 0.602 0.258 -0.765 1.403 0.0646
H -1.138 -1.568 1.113 -0.163 1.226 -1.523 0.1869
H -3.494 1.011 -0.134 0.186 -0.840 -1.191 0.0880
H -1.766 -0.331 -1.462 1.188 0.998 0.504 0.1856
H 1.006 -1.392 1.230 -0.136 0.222 -0.095 0.1403
H 2.832 1.336 0.393 -0.255 -1.342 -0.442 0.1037
H -3.193 0.252 1.215 0.848 -1.201 -0.684 0.1033
H -3.764 -0.821 -0.161 0.994 0.877 0.128 0.1078
H 0.648 3.302 1.094 0.135 0.894 2.169 0.1233
```
Forces are in eV/Å.



Entry 3:
Entry from the OMol25 dataset: 3 unconnected molecules or ions with the total composition C18H35B3O7 in a non-equilibrium geometry (ωB97M-V/def2-TZVPD).

Highest occupied orbital energy in eV: -10.00
SMILES string: CCCCCCCCCCB1OBOBO1.O=C1CCCO1.O=C1CCCO1
Gap between HOMO and LUMO in eV: 10.26
LUMO level in eV: 0.3

```
63
Properties=species:S:1:pos:R:3:forces:R:3:lowdin_charge:R:1
O -2.695 0.870 6.321 -0.267 0.174 0.065 0.1194
O -1.015 0.613 -1.464 -1.966 0.104 -1.209 0.2203
O -2.026 1.730 -3.392 -0.856 -0.876 2.079 0.2175
O -5.926 -4.456 1.229 0.029 0.067 0.088 0.0325
O -4.213 -4.026 2.618 -0.230 -0.155 0.145 0.1167
O -3.361 0.224 -1.963 1.595 -0.111 -1.229 0.1790
O -4.580 -0.306 6.664 0.014 0.067 -0.055 0.0259
C 7.129 0.965 -2.591 -0.704 -0.392 -0.218 -0.2148
C 7.510 -0.439 -2.047 0.898 0.523 0.565 -0.2532
C -5.763 -2.597 -0.196 0.032 0.279 -0.214 -0.1553
C 5.002 2.411 -3.045 0.005 -0.959 0.001 -0.2027
C -4.471 -2.722 0.596 -0.461 0.278 -0.213 -0.0780
C 0.535 2.872 -0.639 0.214 0.223 -0.088 -0.2146
C -4.143 -2.168 5.303 0.078 -0.270 -0.127 -0.1684
C -0.532 3.154 -1.741 0.121 -0.741 0.299 -0.0592
C -5.009 -1.659 6.439 -0.175 -0.205 0.018 -0.1572
C 5.826 1.577 -1.989 0.372 1.393 -0.174 -0.2063
C 7.350 -0.620 -0.508 0.049 -0.974 -0.222 -0.1179
C -4.821 -3.776 1.618 0.469 -0.067 0.072 -0.4851
C -2.843 -1.412 5.529 -0.432 -0.231 -0.291 -0.0744
C 2.697 2.953 -2.081 -0.725 -1.353 -0.124 -0.1852
C 1.785 2.096 -1.138 0.092 0.825 0.188 -0.2037
C -6.353 -3.988 -0.061 -0.205 -0.012 -0.245 -0.1555
C -3.321 -0.141 6.189 0.500 0.106 0.126 -0.4928
C 3.492 2.000 -3.050 0.802 1.468 0.200 -0.1938
B -2.098 -0.279 -1.582 0.451 1.070 0.599 -0.2984
B -1.224 1.797 -2.212 0.887 0.277 -0.309 -0.4735
B -3.223 1.037 -3.112 0.431 0.451 0.187 -0.2887
H -6.419 -1.868 0.284 0.002 -0.039 -0.035 0.1220
H -3.648 -3.087 -0.021 0.071 0.040 0.110 0.1289
H 0.892 3.826 -0.202 -0.175 -0.326 -0.264 0.1146
H -6.068 -1.667 6.187 0.017 0.186 0.123 0.1241
H 6.997 0.860 -3.687 0.077 0.075 0.469 0.0968
H -5.619 -2.288 -1.230 -0.021 -0.059 0.019 0.1172
H -4.141 1.177 -3.842 -0.095 -0.068 -0.040 0.1106
H 5.472 2.237 -4.029 -0.337 0.088 0.268 0.0922
H -0.122 3.710 -2.605 -0.209 -0.200 0.381 0.1063
H 5.083 3.494 -2.844 -0.002 -0.458 -0.114 0.1002
H 1.520 1.168 -1.671 -0.122 0.334 0.328 0.1003
H 5.185 0.858 -1.457 0.221 0.043 -0.454 0.0936
H -4.862 -2.228 7.361 0.017 0.043 -0.012 0.1265
H 8.589 -0.576 -2.265 -0.498 -0.096 -0.017 0.0988
H 3.413 0.945 -2.746 -0.118 0.358 -0.177 0.0976
H 2.367 1.822 -0.238 -0.160 -0.122 -0.478 0.1158
H -4.199 -1.786 1.079 0.279 -0.146 0.055 0.1267
H 7.204 -1.704 -0.325 0.059 0.507 0.068 0.0681
H 7.009 -1.265 -2.581 -0.158 0.587 0.185 0.1007
H 8.260 -0.357 0.058 -0.441 0.230 -0.293 0.0696
H 7.937 1.708 -2.461 -0.157 -0.505 0.064 0.1101
H 3.379 3.591 -1.494 -0.320 -0.234 -0.232 0.1077
H -2.330 -1.195 4.596 0.232 0.070 0.181 0.1256
H -7.441 -3.981 -0.102 0.041 -0.162 0.155 0.1255
H -5.975 -4.675 -0.823 0.015 0.008 0.046 0.1281
H 6.150 2.315 -1.226 -0.202 -0.584 -0.046 0.1078
H 6.472 -0.121 -0.075 0.372 -0.011 -0.202 0.0545
H -4.577 -1.873 4.346 -0.002 -0.066 0.036 0.1081
H 0.058 2.336 0.201 0.171 0.090 -0.437 0.1104
H -2.179 -1.938 6.217 0.081 0.085 -0.043 0.1331
H -4.030 -3.250 5.298 -0.068 0.036 -0.024 0.1144
H -1.892 -1.416 -1.340 -0.273 -0.175 0.114 0.1111
H 3.083 2.133 -4.064 0.084 -0.299 0.318 0.1029
H 2.042 3.593 -2.701 0.423 -0.046 0.344 0.0976
H -1.320 3.790 -1.294 0.181 -0.145 -0.311 0.1201
```
Forces are in eV/Å.



no.,DFT total energy (eV)
1,-7220.6527
2,-11311.7176
3,-35602.2025